# 1
{
  "formula": "C25H29BO6",
  "method": "ωB97M-V/def2-TZVPD",
  "species": ["C", "C", "C", "C", "C", "B", "O", "C", "C", "C", "C", "O", "C", "O", "O", "H", "H", "H", "H", "H", "H", "H", "H", "H", "H", "H", "H", "H", "H", "C", "O", "C", "C", "C", "C", "C", "C", "C", "C", "C", "O", "C", "C", "C", "C", "C", "H", "H", "H", "H", "H", "H", "H", "H", "H", "H", "H", "H", "H", "H", "H"],
  "coordinates": [[6.36675, -1.41185, -1.47035], [5.33750, -0.48801, -1.88145], [5.35072, 0.80360, -2.39678], [3.97690, 1.21074, -2.38603], [3.12982, 0.20345, -1.81525], [2.78878, 0.17356, 0.47818], [3.65256, 0.33008, 1.57269], [2.69518, 0.05121, 2.63714], [1.19248, -0.07706, 2.04645], [-0.01829, -0.42620, 2.90076], [1.13022, -1.08057, 0.80446], [2.36515, -1.22869, 0.29369], [1.14435, 1.31821, 1.41108], [1.88437, 1.18581, 0.16133], [4.03902, -0.83625, -1.55973], [7.31106, -0.88491, -1.44155], [6.13066, -1.77284, -0.46704], [6.49123, -2.24860, -2.15178], [6.23841, 1.38908, -2.65531], [3.63677, 2.15909, -2.84734], [2.98653, -0.87919, 3.16145], [2.77541, 0.90027, 3.29959], [-0.92088, -0.30937, 2.28745], [-0.06667, -1.50303, 3.19142], [-0.14267, 0.21594, 3.80111], [0.59656, -2.03434, 0.94999], [0.49860, -0.45334, -0.40201], [0.17099, 1.75873, 1.25146], [1.68645, 2.02576, 2.05080], [-3.94183, -3.43724, 3.12912], [-2.86565, -3.68915, 2.20507], [-2.73858, -3.04050, 1.01561], [-1.73688, -3.57135, 0.15920], [-1.07567, -2.80155, -0.76845], [-1.33628, -1.40999, -0.79661], [-0.26268, -0.37787, -1.31498], [-1.04000, 0.92079, -1.49493], [-1.56405, 1.23109, -2.76963], [-2.49738, 2.23279, -2.96449], [-2.96844, 2.97259, -1.86098], [-3.68329, 4.08072, -2.12605], [-4.12988, 4.86858, -1.02298], [-2.50703, 2.66535, -0.55659], [-1.50032, 1.71304, -0.42980], [-2.57103, -1.00570, -0.24246], [-3.24338, -1.78042, 0.70675], [-3.86459, -4.28857, 3.81524], [-3.74380, -2.50924, 3.68826], [-4.92701, -3.50532, 2.64204], [-1.58806, -4.62410, 0.33055], [-0.36509, -3.26631, -1.47191], [0.17223, -0.80580, -2.23333], [-1.32160, 0.58603, -3.60465], [-2.85724, 2.52108, -3.97647], [-4.77615, 5.63990, -1.42961], [-4.76414, 4.23171, -0.38453], [-3.23665, 5.31286, -0.55450], [-2.96432, 3.11802, 0.31206], [-1.29733, 1.41543, 0.59673], [-3.04863, -0.07463, -0.55111], [-4.18322, -1.41349, 1.12904]],
  "lumo_energy_ev": -1.51,
  "gap_ha": 0.188,
  "relative_energy_kcal_mol": 0.00
}

=====

# 2
{
  "formula": "C6H14N2O2",
  "method": "ωB97M-V/def2-TZVPD",
  "species": ["C", "C", "C", "O", "N", "H", "H", "H", "H", "H", "H", "H", "C", "C", "C", "O", "N", "H", "H", "H", "H", "H", "H", "H"],
  "coordinates": [[0.01903, -0.56303, 2.40902], [0.89504, 2.77008, 0.79113], [-0.27553, 0.77095, 1.82243], [-1.32168, 1.22048, 1.43857], [0.90843, 1.34866, 1.18993], [1.07055, -1.15868, 1.99996], [1.77641, 1.20011, 1.71558], [-0.16564, 3.16774, 0.66212], [0.25120, -0.66885, 3.49883], [-0.73070, -1.24814, 2.34272], [1.61868, 3.42324, 1.19496], [1.38836, 3.06345, -0.24220], [-1.49692, -0.05125, -2.31144], [1.13265, -1.80333, -0.28988], [0.24021, -1.40557, -1.43758], [-0.18459, -2.33610, -2.07449], [-0.15352, -0.11334, -1.71940], [0.01739, 0.50940, -0.91323], [-1.59420, -0.93075, -2.99484], [1.86380, -2.59237, -0.58226], [-2.27822, -0.38597, -1.55847], [-1.62153, 0.97948, -2.76026], [1.55335, -0.92727, 0.16642], [0.52946, -2.46089, 0.36234]],
  "lumo_energy_ev": [-3.89, -8.86],
  "gap_ha": [0.346, 0.164],
  "relative_energy_kcal_mol": 77.43,
  "spin_multiplicity": 2,
  "charge": 1
}